(1)
This record from OMol25 describes C27H71AsN7O3P2PdSi4Te as an isolated structure. The level of theory is ωB97M-V with the def2-TZVPD basis set.

```
117
Properties=species:S:1:pos:R:3:mulliken_charge:R:1
Pd -1.03478 0.34193 0.02552 -0.998
C -6.10553 -0.20950 -3.66625 -1.010
N -5.41181 0.30763 -2.51854 0.775
C -6.25537 0.93769 -1.53471 -0.930
P -3.83337 -0.05019 -2.05830 -0.793
O -3.34494 0.95485 -1.13239 -0.362
O -3.15721 -0.02876 -3.56189 0.253
P -1.74980 0.76334 -3.77181 -1.415
O -0.98820 0.92022 -2.54212 1.180
N -1.00266 -0.11533 -4.95464 0.688
C -1.73079 -0.50270 -6.13345 -1.180
C 0.31952 -0.66165 -4.77753 -0.748
N -2.35204 2.11883 -4.59159 0.373
C -1.45557 2.87946 -5.43199 -1.093
C -3.24168 2.95453 -3.81267 -0.519
N -3.59888 -1.61542 -1.58351 0.761
C -3.05795 -1.89001 -0.26709 1.118
C -4.04836 -2.73342 -2.37271 -1.088
H -6.66729 0.60281 -4.14302 0.365
H -6.82198 -0.99662 -3.39714 0.291
H -5.38747 -0.60916 -4.37764 0.187
H -6.73255 1.82549 -1.96468 0.296
H -5.63096 1.23422 -0.69658 0.062
H -7.03583 0.26006 -1.17307 0.313
H -2.69129 0.00470 -6.11668 0.259
H -1.89920 -1.58404 -6.15468 0.315
H -1.19575 -0.21958 -7.04756 0.345
H 0.69676 -0.36845 -3.79405 -0.084
H 0.99407 -0.27426 -5.55030 0.232
H 0.30880 -1.75394 -4.83185 0.267
H -0.69960 2.22035 -5.85548 0.355
H -0.95225 3.68316 -4.88190 0.301
H -2.03637 3.32731 -6.24549 0.305
H -3.82027 2.32838 -3.13626 -0.052
H -3.92128 3.47744 -4.49055 0.374
H -2.69711 3.69374 -3.21551 0.251
H -2.43436 -1.00962 0.04496 -1.293
H -2.38470 -2.75061 -0.32737 0.472
H -3.84185 -2.07014 0.47590 0.182
H -4.15562 -2.42034 -3.41015 0.343
H -5.00863 -3.12802 -2.01767 0.271
H -3.31080 -3.53906 -2.32907 0.314
N -2.79457 -1.38102 3.99243 -0.438
C -2.85988 -0.34425 3.07490 0.031
C -1.71377 0.34020 2.68340 1.053
N -1.73687 1.39030 1.84563 -0.522
C -2.97189 1.78411 1.47120 -0.382
C -4.10414 1.10651 1.87687 -0.352
N -4.08206 0.03289 2.66534 -0.716
H -1.90755 -1.86448 3.99891 0.044
H -3.59985 -1.99112 3.96614 0.308
H -0.74361 0.05804 3.07473 -0.410
H -3.04997 2.67323 0.85786 0.282
H -5.08895 1.45555 1.58406 0.505
C 4.05787 0.53566 -3.00109 -1.502
C 3.65393 1.21382 -1.69825 0.001
As 1.65136 1.22482 -1.58714 1.153
C 1.27922 2.88117 -2.65551 -0.164
C 2.42029 3.83237 -2.97899 -1.608
C 1.41637 2.03423 0.20831 1.259
C 1.97234 3.43166 0.41180 -1.648
H 5.13993 0.52238 -3.14091 0.413
H 3.61018 1.04366 -3.85810 0.307
H 3.69896 -0.49513 -3.00622 0.328
H 4.09102 2.20893 -1.63821 0.479
H 4.04273 0.63355 -0.86306 -0.467
H 0.50110 3.40266 -2.08961 0.414
H 0.81363 2.56202 -3.59405 0.066
H 2.95713 4.13959 -2.08279 0.273
H 2.04757 4.74146 -3.46266 0.409
H 3.13432 3.36746 -3.65981 0.305
H 1.84815 1.34649 0.94798 -0.686
H 0.31036 2.04310 0.37089 -0.286
H 3.05302 3.45044 0.25633 0.230
H 1.77994 3.77838 1.42642 0.451
H 1.50327 4.14404 -0.26564 0.401
C 2.32406 -4.79287 2.46363 -1.055
Si 1.67387 -3.46087 3.67435 0.601
C 2.56602 -3.81601 5.33804 -1.161
C -0.14753 -3.93871 4.06966 -1.259
Si 1.89341 -1.34372 2.61833 0.739
Te 0.59307 -1.59163 0.48982 -0.935
Si 1.63324 0.29716 4.40303 0.308
C 1.61822 2.13160 3.82857 -1.092
C 0.16139 0.23008 5.65502 -1.280
C 3.16690 0.12594 5.55772 -1.132
Si 4.18975 -1.16375 1.99378 0.658
C 4.93786 0.61486 1.99522 -1.133
C 4.55926 -1.93446 0.27903 -1.031
C 5.29660 -2.12967 3.22747 -1.198
H 2.10928 -5.81083 2.77772 0.403
H 3.39923 -4.71031 2.34166 0.230
H 1.88081 -4.63297 1.48626 0.267
H 2.44472 -4.84793 5.65593 0.390
H 2.18152 -3.18533 6.13242 0.296
H 3.62950 -3.62725 5.25739 0.324
H -0.28289 -4.99549 4.28488 0.456
H -0.78399 -3.69789 3.22441 0.217
H -0.51771 -3.39004 4.93144 0.340
H 0.74443 2.31938 3.20945 0.227
H 2.50031 2.35930 3.23686 0.225
H 1.58695 2.83606 4.65966 0.542
H -0.73955 0.67668 5.24540 0.388
H 0.39442 0.75622 6.58053 0.427
H -0.08883 -0.79159 5.92312 0.279
H 4.08442 0.38157 5.03808 0.279
H 3.26757 -0.89627 5.90760 0.209
H 3.10469 0.76593 6.43468 0.429
H 4.49527 1.23702 1.22436 0.132
H 6.01588 0.62151 1.84642 0.519
H 4.75215 1.10319 2.94709 0.321
H 3.78567 -1.65188 -0.43069 0.096
H 4.54040 -3.01713 0.35129 0.396
H 5.52195 -1.64678 -0.13670 0.356
H 5.05059 -1.85135 4.24640 0.294
H 6.35581 -1.93909 3.07962 0.423
H 5.14665 -3.20075 3.14146 0.291
```

Values from the calculation:
Net charge ... -1
Molar mass ... 1025.14 g/mol
E_tot ... -6153.01963 hartree

---

(2)
This record from OMol25 describes C27H72Li3O31PS9 as an isolated structure. The level of theory is ωB97M-V with the def2-TZVPD basis set.

```
143
Properties=species:S:1:pos:R:3:mulliken_charge:R:1
Li 2.32565 -0.12998 2.28422 0.667
Li 0.09301 0.45132 -1.97652 1.392
Li 2.92828 1.48662 0.16794 0.684
P 0.93359 -0.00183 0.27013 0.180
O -0.52640 0.04400 -0.21858 0.443
O 1.34805 -1.29820 1.08578 0.470
O 1.41132 1.13649 1.20959 -1.382
O 1.76061 0.31915 -0.97310 -1.050
O -1.93329 1.36540 -2.62941 -0.222
S -3.31412 1.30787 -2.16874 1.101
O -3.89273 2.48612 -1.48813 -0.718
O -4.20581 0.98659 -3.50548 -0.325
C -4.26029 1.95306 -4.57293 -0.112
C -4.28042 1.18501 -5.94846 -1.299
C -3.56889 -0.24533 -1.25516 -0.589
H -3.51006 2.74139 -4.51141 0.202
H -5.23570 2.39712 -4.37421 0.339
H -3.30007 0.72011 -6.05278 0.261
H -4.33083 1.85706 -6.80515 0.377
H -5.08262 0.44940 -6.00729 0.362
H -4.60648 -0.53351 -1.08643 0.658
H -3.05244 -0.16411 -0.29873 0.002
H -3.17036 -1.07761 -1.83533 0.011
O -1.67921 -4.02192 3.72611 -0.567
S -2.13008 -3.78457 2.37208 1.063
O -1.50454 -4.60690 1.27648 -0.602
O -3.81286 -3.99401 2.29966 -0.408
C -4.34956 -4.09869 1.01083 0.464
C -5.86332 -4.12912 1.12101 -1.345
C -2.13312 -1.99319 1.90337 0.747
H -3.97244 -5.01703 0.56079 0.286
H -4.09668 -3.33855 0.27168 -0.076
H -6.11849 -4.14039 2.18066 0.349
H -6.26544 -5.08474 0.78458 0.350
H -6.34929 -3.28353 0.63427 0.282
H -2.95048 -1.61561 2.51776 0.700
H -2.23188 -2.03514 0.81867 -0.528
H -1.12183 -1.63609 2.09797 -0.927
O 3.04906 -4.68149 -0.73779 -0.537
S 4.37526 -4.07680 -0.95228 1.042
O 5.53202 -4.67958 -0.30703 -0.591
O 4.68918 -3.94850 -2.58847 -0.384
C 3.56209 -3.78774 -3.50588 0.359
C 3.96185 -4.47476 -4.81358 -1.477
C 4.31904 -2.20420 -0.50676 -0.548
H 3.28113 -2.74337 -3.64164 0.205
H 2.61927 -4.30225 -3.32025 0.152
H 4.83292 -4.00652 -5.27194 0.354
H 3.25533 -4.40652 -5.64078 0.368
H 4.30581 -5.49410 -4.63822 0.361
H 3.76781 -2.11486 0.42934 0.021
H 3.73760 -1.63802 -1.23440 0.111
H 5.32353 -1.78101 -0.50460 0.526
O 0.27889 -3.76573 -3.65986 -0.584
S -0.40462 -2.77480 -2.80423 0.269
O -0.31782 -1.30881 -2.94857 -0.070
O -1.97795 -3.12614 -2.75966 -0.088
C -2.33643 -4.48499 -2.66990 -0.020
C -3.47049 -4.74546 -3.58883 -1.604
C 0.05093 -3.15242 -1.01415 0.508
H -2.57235 -4.60036 -1.61201 0.077
H -1.50657 -5.18305 -2.78008 0.506
H -3.09337 -4.86422 -4.60459 0.335
H -4.32817 -4.07279 -3.59377 0.323
H -3.90379 -5.68333 -3.24135 0.429
H -0.54929 -2.58013 -0.30681 -0.730
H 1.04157 -2.73132 -0.84270 -0.388
H 0.03389 -4.20825 -0.74391 0.704
O -0.12656 6.21270 -0.06278 -0.721
S -0.93754 5.02754 0.32610 1.321
O -1.14400 4.72475 1.74530 -0.579
O -2.36721 5.09350 -0.44312 -0.350
C -2.41595 5.34980 -1.82926 0.488
C -3.71639 6.00379 -2.14436 -1.698
C -0.09374 3.56480 -0.56752 -0.006
H -2.18195 4.42660 -2.35940 -0.289
H -1.58202 6.01941 -2.03969 0.583
H -4.54967 5.61292 -1.56043 0.344
H -3.95354 6.26933 -3.17457 0.373
H -3.64085 6.98231 -1.67013 0.450
H -0.13371 3.79516 -1.63215 -0.084
H -0.66843 2.64978 -0.42413 -0.050
H 0.88373 3.41128 -0.11026 0.230
O 4.41320 -3.22544 3.47791 -0.626
S 3.39748 -4.26130 3.59129 1.262
O 3.75330 -5.62054 3.14308 -0.662
O 2.91670 -4.34364 5.17892 -0.315
C 2.47502 -5.60906 5.62430 -0.327
C 0.94487 -5.51158 5.87411 -0.973
C 1.76427 -3.70737 2.88363 -0.123
H 2.99172 -5.64461 6.58340 0.315
H 2.71933 -6.49158 5.03306 0.279
H 0.73342 -4.72311 6.59640 0.271
H 0.66374 -6.37222 6.48104 0.430
H 0.34471 -5.48552 4.96458 0.233
H 0.93218 -4.40136 3.00238 0.155
H 1.81603 -3.48463 1.81788 -0.091
H 1.50401 -2.74961 3.33424 0.038
O 0.80645 1.64500 -3.47183 -0.671
S 0.67095 2.82206 -4.36765 0.937
O -0.00777 4.06085 -3.99761 -0.669
O 2.15430 3.10772 -5.11420 -0.349
C 2.90671 2.05363 -5.73839 0.108
C 4.40531 2.25016 -5.75674 -1.383
C -0.27499 2.25603 -5.84825 -0.637
H 2.59366 1.88859 -6.76935 0.294
H 2.74971 1.08520 -5.26343 0.174
H 4.71261 2.52888 -4.74878 0.335
H 4.76999 3.00116 -6.45753 0.329
H 4.95723 1.35900 -6.05560 0.388
H -1.31817 2.16131 -5.54678 -0.183
H 0.05747 1.32455 -6.30641 0.328
H -0.24990 3.09671 -6.54161 0.496
O 4.05743 5.82257 3.75349 -0.650
S 3.00626 4.84260 4.07534 1.225
O 3.16527 4.00823 5.26664 -0.616
O 1.51248 5.57079 4.15797 -0.242
C 1.07903 6.62509 3.22898 -0.020
C 1.55952 7.98343 3.62768 -1.349
C 2.75845 3.61734 2.73199 -0.863
H -0.00221 6.49412 3.18599 0.372
H 1.37851 6.38900 2.20787 0.151
H 1.10019 8.80052 3.07138 0.391
H 2.63874 8.13403 3.60105 0.303
H 1.29619 8.17859 4.66723 0.331
H 1.78975 3.13441 2.86043 0.010
H 3.43885 2.80635 2.99171 0.453
H 2.80611 4.02129 1.72073 0.470
O 1.34190 0.32485 4.05058 -0.691
S -0.09337 0.15362 4.41486 1.053
O -0.64505 -1.17157 4.66748 -0.596
O -0.37052 1.11765 5.75298 -0.306
C 0.67579 1.96293 6.33284 0.394
C 0.17114 2.66689 7.53677 -1.421
C -1.03461 1.12986 3.20908 0.064
H 1.19113 2.61462 5.62727 0.020
H 1.44456 1.26412 6.66265 0.225
H 0.93299 3.13270 8.16183 0.369
H -0.28475 1.85466 8.10293 0.367
H -0.48946 3.47232 7.21584 0.315
H -0.49079 2.06319 3.06335 -0.119
H -2.03875 1.28892 3.60215 0.601
H -1.07723 0.50928 2.31400 -0.486
```

Values from the calculation:
Molar mass ... 1233.24 g/mol
E_tot ... -7352.14170 hartree

---

no.,gap between HOMO and LUMO (eV)
1,4.94
2,8.26